1.
# C20H46AlI2N2O2

C20H46AlI2N2O2 as an isolated structure in a non-equilibrium geometry (wB97M-V/def2-TZVPD, OMol25).

```
73
C20H46AlI2N2O2, DFT wB97M-V/def2-TZVPD
C -1.820 -0.473 -10.299
C -1.264 1.028 -10.081
C -2.462 2.008 -9.717
O -3.514 2.049 -10.413
O -2.386 2.840 -8.546
C -3.226 2.209 -7.516
C -2.435 2.352 -6.116
Al -3.299 1.355 -4.553
C -2.680 -0.581 -4.311
I -3.382 -1.270 -2.342
C -1.118 -0.849 -4.556
C -0.144 0.330 -4.080
I -0.690 -1.539 -6.618
H -2.168 -0.667 -11.364
H -2.713 -0.611 -9.610
H -0.963 -1.197 -10.047
H -0.795 1.417 -11.057
H -0.431 1.004 -9.301
H -4.215 2.772 -7.471
H -3.442 1.107 -7.707
H -2.495 3.478 -5.853
H -1.337 2.112 -6.310
H -3.033 2.189 -3.195
H -4.901 1.400 -4.749
H -3.247 -1.232 -5.076
H -0.844 -1.762 -3.904
H 0.033 0.308 -2.942
H 0.890 0.095 -4.541
H -0.424 1.363 -4.464
C -0.708 1.137 -0.279
C -1.071 1.692 1.093
N -1.489 0.670 2.049
C -2.104 1.224 3.251
C -1.230 2.084 4.166
C -0.550 -0.422 2.274
C 0.855 -0.065 2.759
H -1.526 0.543 -0.694
H -0.509 1.961 -0.970
H 0.192 0.517 -0.243
H -1.900 2.393 0.944
H -0.229 2.285 1.472
H -2.536 0.408 3.843
H -2.964 1.828 2.943
H -0.528 1.476 4.739
H -1.863 2.605 4.889
H -0.675 2.844 3.614
H -0.450 -0.983 1.339
H -0.991 -1.142 2.971
H 1.288 0.778 2.215
H 1.522 -0.921 2.614
H 0.867 0.167 3.826
C 1.207 -2.603 5.757
C 2.641 -2.920 6.164
N 3.571 -1.819 5.940
C 4.972 -2.215 6.056
C 5.466 -2.690 7.423
C 3.227 -0.549 6.569
C 3.048 -0.531 8.087
H 1.156 -2.270 4.718
H 0.589 -3.501 5.851
H 0.763 -1.834 6.394
H 2.961 -3.778 5.561
H 2.649 -3.256 7.208
H 5.608 -1.389 5.719
H 5.156 -3.019 5.334
H 5.588 -1.858 8.118
H 6.448 -3.158 7.312
H 4.802 -3.432 7.869
H 2.298 -0.185 6.116
H 3.971 0.205 6.293
H 2.454 -1.373 8.451
H 2.526 0.384 8.383
H 4.006 -0.529 8.607
```

Computed properties:
**E_LUMO**: 2.095 eV
**HOMO energy**: -5.34 eV
**Spin multiplicity**: 1
**Total charge**: -1

Mulliken atomic charge list, values in e, 8 entries: atom 1 (C): -0.84, atom 2 (C): -0.13, atom 3 (C): 0.37, atom 4 (O): -0.57, atom 5 (O): -0.33, atom 6 (C): -0.46, atom 7 (C): -0.38, atom 8 (Al): 0.22

---

2.
# C24H23ClN4O3

One molecule with the formula C24H23ClN4O3 in a non-equilibrium geometry (wB97M-V/def2-TZVPD, OMol25).

```
55
C24H23ClN4O3, DFT wB97M-V/def2-TZVPD
O -1.084 -4.350 -0.062
C -1.069 -3.560 0.857
C 0.068 -3.524 1.891
N 0.971 -2.455 1.495
N 2.013 -2.860 0.777
C 2.840 -1.996 0.285
C 2.653 -0.613 0.484
C 3.336 0.576 0.087
C 4.484 0.827 -0.660
C 4.868 2.135 -0.853
C 4.129 3.192 -0.315
C 2.988 2.972 0.426
C 2.589 1.654 0.628
N 1.519 1.156 1.327
C 0.467 1.917 1.945
C -0.672 2.219 0.998
C -0.452 2.465 -0.351
C -1.512 2.764 -1.188
C -2.805 2.818 -0.698
C -3.021 2.560 0.646
Cl -4.632 2.596 1.273
C -1.968 2.262 1.495
C 1.549 -0.204 1.238
C 0.631 -1.152 1.803
O -0.348 -0.901 2.508
N -2.010 -2.618 1.075
C -2.833 -2.170 -0.021
C -2.210 -0.897 -0.646
C -2.709 -0.659 -2.072
C -1.741 -1.507 -2.905
C -0.508 -1.658 -1.996
O -0.807 -1.015 -0.765
H 0.628 -4.458 1.855
H -0.315 -3.320 2.893
H 3.666 -2.400 -0.277
H 5.055 0.010 -1.074
H 5.755 2.356 -1.428
H 4.460 4.206 -0.487
H 2.422 3.799 0.829
H 0.889 2.855 2.323
H 0.082 1.338 2.788
H 0.548 2.422 -0.755
H -1.330 2.959 -2.235
H -3.636 3.050 -1.345
H -2.158 2.053 2.536
H -1.795 -1.916 1.779
H -2.864 -2.981 -0.752
H -3.843 -1.950 0.330
H -2.387 -0.049 0.023
H -3.748 -0.955 -2.197
H -2.607 0.398 -2.320
H -1.488 -1.025 -3.847
H -2.169 -2.484 -3.125
H -0.276 -2.715 -1.816
H 0.382 -1.168 -2.401
```

Computed properties:
**E_LUMO**: 0.229 eV
**SMILES**: O=C(Cn1ncc2c3ccccc3n(Cc3cccc(Cl)c3)c2c1=O)NC[C@@H]1CCCO1
**HOMO energy**: -8.24 eV
**Energy relative to the best compared isomer or geometry (same formula, charge and spin)**: 0.0 kcal/mol
**Spin multiplicity**: 1
**Total charge**: 0

Mulliken atomic charge list, values in e, 8 entries: atom 1 (O): -0.64, atom 2 (C): 0.52, atom 3 (C): -0.97, atom 4 (N): 0.96, atom 5 (N): -1.17, atom 6 (C): -0.45, atom 7 (C): 0.16, atom 8 (C): 0.10

---

3.
# C36H96O36S12

A 12-piece molecular cluster, C36H96O36S12 overall in a non-equilibrium geometry (wB97M-V/def2-TZVPD, OMol25).

```
180
C36H96O36S12, DFT wB97M-V/def2-TZVPD
C -0.353 -4.722 6.709
C 0.446 -3.782 5.834
O 0.735 -4.489 4.634
S 1.339 -3.618 3.338
C 2.797 -2.797 4.136
O 1.755 -4.493 2.262
O 0.353 -2.576 3.066
H 0.179 -5.608 7.055
H -1.270 -5.062 6.227
H -0.729 -4.292 7.637
H -0.208 -2.914 5.753
H 1.360 -3.514 6.365
H 2.434 -2.057 4.849
H 3.363 -2.349 3.319
H 3.324 -3.647 4.570
C -7.565 1.853 2.975
C -6.235 2.542 3.393
O -5.186 1.619 3.173
S -3.676 2.125 3.442
C -3.666 2.635 5.323
O -2.754 0.996 3.373
O -3.354 3.273 2.591
H -7.583 1.735 1.892
H -8.443 2.458 3.200
H -7.664 0.889 3.473
H -6.058 3.413 2.762
H -6.267 2.861 4.434
H -4.234 3.551 5.491
H -2.593 2.690 5.503
H -4.168 1.745 5.701
C -1.719 -5.918 -4.821
C -0.929 -4.840 -4.049
O -1.726 -4.511 -2.936
S -0.965 -3.888 -1.572
C -0.252 -5.499 -0.993
O 0.100 -2.996 -2.088
O -1.924 -3.407 -0.644
H -1.442 -5.964 -5.875
H -2.762 -5.613 -4.739
H -1.565 -6.909 -4.395
H 0.047 -5.242 -3.774
H -0.924 -3.927 -4.644
H 0.810 -5.597 -1.221
H -0.761 -6.265 -1.577
H -0.402 -5.490 0.087
C 1.115 3.685 7.701
C 0.231 2.725 6.972
O 0.984 1.656 6.520
S 0.106 0.398 5.892
C 0.542 0.722 4.183
O 0.771 -0.837 6.280
O -1.345 0.686 6.096
H 0.659 4.661 7.870
H 2.025 3.852 7.124
H 1.360 3.324 8.700
H -0.574 2.520 7.678
H -0.329 3.212 6.174
H -0.051 1.590 3.896
H 0.089 -0.121 3.661
H 1.597 0.912 3.988
C 4.443 -3.346 -2.441
C 3.409 -3.889 -3.421
O 3.610 -3.253 -4.729
S 2.321 -3.388 -5.772
C 1.516 -1.885 -5.064
O 2.776 -3.103 -7.125
O 1.524 -4.615 -5.498
H 5.381 -3.753 -2.817
H 4.224 -3.697 -1.432
H 4.519 -2.262 -2.522
H 3.546 -4.961 -3.566
H 2.364 -3.822 -3.118
H 0.696 -1.493 -5.665
H 2.322 -1.151 -5.053
H 1.255 -2.149 -4.039
C -5.299 2.280 -0.856
C -5.560 3.132 -2.071
O -4.466 3.206 -2.971
S -3.608 4.643 -3.128
C -2.500 4.451 -1.634
O -2.733 4.642 -4.303
O -4.554 5.791 -2.955
H -6.233 2.123 -0.315
H -4.512 2.646 -0.197
H -4.924 1.310 -1.183
H -6.445 2.753 -2.584
H -5.707 4.151 -1.714
H -2.081 5.443 -1.465
H -1.824 3.632 -1.879
H -3.135 4.174 -0.792
C 4.629 0.197 -4.833
C 5.484 1.450 -4.514
O 4.581 2.465 -4.167
S 4.885 3.442 -2.846
C 4.460 2.146 -1.566
O 6.299 3.789 -2.841
O 3.891 4.485 -2.715
H 3.880 0.287 -5.619
H 4.072 -0.201 -3.985
H 5.270 -0.631 -5.135
H 6.358 1.345 -3.871
H 6.055 1.844 -5.354
H 5.440 1.799 -1.238
H 3.802 1.395 -2.005
H 4.110 2.616 -0.647
C -1.741 -0.284 -4.160
C -1.504 1.108 -4.668
O -0.883 1.893 -3.637
S 0.738 1.924 -3.337
C 1.238 2.958 -4.764
O 0.913 2.641 -2.042
O 1.325 0.583 -3.481
H -0.926 -1.007 -4.178
H -2.567 -0.687 -4.746
H -2.224 -0.293 -3.183
H -0.890 1.119 -5.569
H -2.440 1.626 -4.876
H 0.687 3.897 -4.702
H 1.097 2.382 -5.678
H 2.279 3.228 -4.586
C -2.037 0.268 -0.131
C -0.936 1.119 0.491
O -0.089 0.194 1.124
S 1.583 0.229 0.834
C 1.643 -0.721 -0.751
O 2.052 1.573 0.548
O 2.232 -0.497 1.905
H -2.585 -0.364 0.567
H -1.676 -0.297 -0.991
H -2.881 0.802 -0.567
H -0.549 1.727 -0.326
H -1.374 1.829 1.193
H 2.514 -0.510 -1.371
H 0.713 -0.516 -1.280
H 1.521 -1.781 -0.527
C 7.592 -5.096 -0.960
C 7.766 -3.815 -0.165
O 6.952 -2.786 -0.783
S 6.545 -1.408 0.061
C 5.314 -2.141 1.240
O 7.733 -0.972 0.784
O 5.934 -0.528 -0.938
H 7.930 -6.020 -0.492
H 8.174 -5.016 -1.878
H 6.551 -5.274 -1.230
H 7.398 -3.964 0.850
H 8.830 -3.611 -0.042
H 4.693 -1.319 1.598
H 5.939 -2.458 2.075
H 4.787 -2.934 0.709
C -6.064 -1.361 1.116
C -5.674 -1.911 -0.229
O -6.403 -1.130 -1.267
S -6.553 -1.775 -2.792
C -4.778 -2.196 -3.157
O -7.359 -2.989 -2.712
O -7.025 -0.683 -3.696
H -5.435 -1.847 1.862
H -7.103 -1.551 1.381
H -5.914 -0.285 1.208
H -4.592 -1.840 -0.336
H -6.008 -2.948 -0.204
H -4.644 -2.194 -4.239
H -4.621 -3.168 -2.689
H -4.224 -1.367 -2.717
C -1.218 6.300 4.127
C 0.331 6.396 4.040
O 0.821 6.262 2.740
S 0.660 4.876 1.782
C 2.104 5.123 0.666
O 0.986 3.802 2.690
O -0.660 4.978 1.088
H -1.616 5.498 3.504
H -1.640 7.238 3.765
H -1.601 6.186 5.141
H 0.688 7.293 4.546
H 0.706 5.653 4.743
H 1.956 4.356 -0.095
H 3.054 4.907 1.154
H 2.068 6.155 0.318
```

Computed properties:
**E_LUMO**: 0.029 eV
**SMILES**: CCOS(C)(=O)=O.CCOS(C)(=O)=O.CCOS(C)(=O)=O.CCOS(C)(=O)=O.CCOS(C)(=O)=O.CCOS(C)(=O)=O.CCOS(C)(=O)=O.CCOS(C)(=O)=O.CCOS(C)(=O)=O.CCOS(C)(=O)=O.CCOS(C)(=O)=O.CCOS(C)(=O)=O
**HOMO energy**: -10.61 eV
**Energy relative to the best compared isomer or geometry (same formula, charge and spin)**: 156.2 kcal/mol
**Spin multiplicity**: 1
**Total charge**: 0

Mulliken atomic charge list, values in e, 8 entries: atom 1 (C): -1.59, atom 2 (C): 0.38, atom 3 (O): -0.36, atom 4 (S): 1.09, atom 5 (C): -0.02, atom 6 (O): -0.65, atom 7 (O): -0.40, atom 8 (H): 0.36